(1)
The following is a quantum chemistry calculation of a structure of composition C11H10BaClNS at a distorted geometry, from OMol25.

Structure (XYZ):
```
25
Properties=species:S:1:pos:R:3:forces:R:3:mulliken_charge:R:1
C 2.436 -0.337 1.197 0.0 -0.4 0.4 -0.4317
C 2.344 1.037 0.797 -0.2 0.0 0.2 -0.4541
C 2.381 1.087 -0.631 -0.4 0.1 -0.3 -0.2506
H 2.017 1.886 1.473 0.8 -1.1 -0.9 0.1804
C 2.492 -0.256 -1.131 -0.6 -0.2 0.2 -0.6012
C 2.531 -1.148 0.011 -0.2 -0.1 0.0 -0.5272
H 2.269 -2.262 -0.021 0.8 1.7 0.0 0.3357
H 2.164 -0.724 2.237 0.7 0.6 -1.6 0.2688
H 2.074 1.986 -1.248 0.7 -1.2 0.8 0.3715
H 2.179 -0.571 -2.177 0.9 0.4 1.3 0.2697
Ba -0.079 -0.284 0.046 -0.2 1.2 0.8 1.4812
Cl -0.843 -0.198 3.076 0.1 0.3 0.0 -0.8075
C -2.589 0.761 -0.524 0.5 -0.1 -0.1 -0.4138
C -1.969 0.635 -1.834 0.0 -0.4 0.6 -0.5822
C -0.967 1.651 -1.937 0.7 -0.1 -0.4 -0.4668
H -1.970 -0.316 -2.453 -0.4 1.5 0.6 0.2593
C -0.965 2.409 -0.723 0.7 0.3 0.0 -0.3568
C -1.945 1.867 0.148 -0.3 -0.5 0.3 -0.4991
H -1.982 2.057 1.260 -0.2 -0.1 -1.5 0.2785
H -3.092 -0.094 0.028 0.2 1.4 -0.9 0.4019
H -0.136 1.680 -2.718 -1.4 0.1 1.0 0.2615
H -0.160 3.157 -0.417 -1.4 -1.0 -0.6 0.3026
S -2.046 -4.530 1.962 -0.8 -1.3 1.4 -0.5801
C -1.428 -3.196 1.330 -0.2 -1.0 -0.7 0.2133
N -0.977 -2.442 0.582 0.0 -0.3 -0.5 -0.6533
```
Positions in Å, forces in eV/Å.

Values from the calculation:
**E**: -37112.2176 eV
**Total charge**: -2

(2)
The following is a quantum chemistry calculation of a cluster of 2 separate species, C4H8O2 in total, from OMol25.

Structure (XYZ):
```
14
Properties=species:S:1:pos:R:3:forces:R:3:mulliken_charge:R:1
O -1.139 0.804 -1.110 0.0 -0.4 0.0 -0.4698
C -1.717 0.908 0.102 -0.2 0.1 0.3 0.1218
C -2.040 -0.079 0.941 0.1 0.1 -0.1 -1.0148
C 1.635 -0.215 0.080 0.2 0.2 -0.1 0.0651
O 0.714 -1.185 0.350 0.0 0.0 0.1 -0.5456
C 2.405 -0.258 -0.997 0.0 0.0 -0.1 -0.6561
H -0.864 -0.117 -1.247 0.0 0.1 0.0 0.3415
H -1.916 1.949 0.334 0.0 0.0 0.1 0.3542
H -1.898 -1.117 0.657 -0.1 0.1 0.1 0.4351
H -2.481 0.138 1.907 0.0 0.0 -0.2 0.2441
H 1.689 0.594 0.809 0.0 -0.1 -0.1 0.2478
H 0.166 -0.892 1.092 0.1 -0.1 -0.2 0.3883
H 2.331 -1.067 -1.716 0.0 0.0 0.1 0.2472
H 3.114 0.535 -1.202 -0.1 -0.1 0.1 0.2413
```
Positions in Å, forces in eV/Å.

Values from the calculation:
**E**: -8370.9841 eV
**SMILES**: C=CO.C=CO

(3)
The following is a quantum chemistry calculation of a structure of composition C8H22CrO6 at a distorted geometry, from OMol25.

Structure (XYZ):
```
37
Properties=species:S:1:pos:R:3:forces:R:3:lowdin_spin:R:1
Cr -0.045 -0.015 -0.217 2.1 2.2 0.3 3.8045
C -0.357 3.763 -0.384 -0.6 0.5 0.4 0.0012
C 0.776 3.044 -1.074 -0.3 -0.9 0.4 -0.0020
O 1.168 1.851 -0.512 -1.2 -3.2 1.1 -0.0208
H -0.522 4.664 -0.975 -0.3 0.3 0.3 0.0001
H -0.233 4.015 0.669 0.9 0.4 0.0 0.0001
H -1.307 3.240 -0.277 -0.1 -0.6 -0.9 0.0002
H 1.670 3.669 -1.088 0.0 0.5 -0.3 -0.0035
H 0.446 2.843 -2.093 0.0 0.4 -0.7 0.0004
C 0.020 -3.841 1.622 -0.1 -0.2 -0.9 0.0016
C -1.259 -3.157 1.086 1.5 0.6 0.1 0.0929
O -1.042 -1.932 0.379 -0.7 -1.4 1.2 0.8318
H -0.147 -4.748 2.203 -0.6 0.0 -0.1 -0.0009
H 0.634 -3.227 2.282 -0.2 0.4 -0.3 0.0002
H 0.598 -4.169 0.759 0.3 0.2 0.1 0.0013
H -1.912 -3.026 1.949 -0.5 0.8 0.0 0.0443
H -1.883 -3.762 0.427 0.1 -0.3 -0.3 0.0330
C 0.783 -0.385 -3.007 -0.3 0.3 -0.9 0.0048
C -0.663 0.125 -3.073 -0.8 1.3 -1.3 0.0067
O -1.353 0.287 -1.796 0.6 -0.5 -1.2 0.0492
O 1.072 -0.998 -1.764 0.3 -0.3 -0.5 0.0406
H 1.438 0.445 -3.271 0.2 0.2 0.8 0.0004
H 1.010 -1.107 -3.790 -0.6 -0.2 -0.2 0.0008
H -1.259 -0.333 -3.862 -0.3 -1.2 0.7 0.0009
H -0.621 1.099 -3.562 0.3 0.5 0.6 0.0004
H -2.308 0.242 -1.872 0.0 0.0 -0.3 0.0039
H 1.881 -1.478 -1.957 0.2 -0.2 0.8 0.0035
C 0.844 -0.139 2.614 -0.1 1.1 -0.1 0.0046
C -0.066 1.086 2.384 0.4 -0.6 2.1 0.0057
O -1.106 0.786 1.483 -0.3 0.0 -1.1 0.0498
O 1.451 -0.526 1.392 0.3 0.0 -0.2 0.0357
H 0.317 -1.039 2.933 -0.3 0.3 0.8 0.0006
H 1.649 0.202 3.265 -0.3 -0.3 0.6 0.0005
H 0.524 1.972 2.150 -0.3 -0.2 -0.8 0.0004
H -0.622 1.297 3.297 0.7 0.1 0.6 0.0013
H -1.766 0.322 2.004 -0.3 -0.1 -0.2 0.0031
H 2.189 -1.070 1.677 0.3 -0.2 -0.7 0.0029
```
Positions in Å, forces in eV/Å.

Values from the calculation:
**E**: -49348.8480 eV
**2S+1**: 6
**Total charge**: +1

(4)
The following is a quantum chemistry calculation of a structure of composition C11H11BrCl2F18O2S2Sb at a distorted geometry, from OMol25.

Structure (XYZ):
```
48
Properties=species:S:1:pos:R:3:forces:R:3:mulliken_charge:R:1
C 0.603 -0.397 4.225 0.1 0.0 0.0 -1.2909
C 0.249 -0.931 2.834 -0.2 0.1 -0.2 0.7449
Cl 0.605 -2.700 2.749 0.0 0.0 0.0 -0.1984
C 0.992 -0.258 1.682 0.1 -0.1 0.1 -1.2887
Cl 0.664 1.511 1.812 0.0 0.1 0.0 -0.1666
Sb 0.417 -0.820 -0.406 -0.9 0.5 0.6 1.0981
Br -0.043 -1.425 -2.932 -0.1 0.0 -0.2 -0.5578
C -1.659 -0.234 -0.147 0.1 0.1 0.1 -1.2326
C -2.623 -1.383 -0.430 0.0 -0.3 0.1 -0.9496
C -3.760 -1.107 -1.394 -0.3 0.3 0.1 0.8486
F -3.502 -0.116 -2.270 0.1 0.0 -0.2 -0.2810
F -4.024 -2.231 -2.125 0.0 0.0 0.0 -0.3530
C -5.170 -0.794 -0.775 0.0 -0.1 0.1 0.4555
F -5.541 -1.847 -0.029 0.0 0.1 -0.1 -0.2655
F -6.055 -0.642 -1.765 0.0 -0.1 0.1 -0.2806
S -5.353 0.732 0.363 0.4 0.0 0.1 1.3223
F -6.729 0.156 0.916 0.0 -0.1 0.0 -0.3206
F -6.143 1.569 -0.723 0.0 0.0 0.0 -0.3024
F -3.991 1.369 -0.152 -0.3 0.0 0.1 -0.2964
F -4.546 -0.057 1.501 -0.2 0.1 -0.1 -0.3003
F -5.508 1.941 1.369 0.0 0.0 0.0 -0.2865
S 2.943 -1.700 -0.675 0.4 0.1 -0.2 0.9046
O 3.043 -2.831 -1.578 0.1 -0.2 0.1 -0.6385
O 3.617 -1.768 0.619 0.1 -0.2 0.1 -0.6883
C 4.001 -0.409 -1.599 -0.1 0.1 0.1 0.2890
F 5.104 -1.013 -2.057 0.3 -0.1 -0.1 -0.2842
F 3.291 0.036 -2.657 -0.1 0.0 -0.1 -0.2444
C 4.426 0.796 -0.729 -0.1 0.1 -0.2 0.6664
F 3.393 1.152 0.066 -0.2 0.1 0.2 -0.1760
F 5.456 0.429 0.038 0.2 -0.1 0.2 -0.3029
C 4.870 2.086 -1.496 -0.2 -0.1 -0.1 0.5244
F 5.500 1.727 -2.626 0.1 0.0 -0.2 -0.3007
F 5.746 2.759 -0.730 0.1 0.1 0.1 -0.3034
C 3.754 3.112 -1.860 0.0 -0.1 0.1 0.6053
F 2.695 2.546 -2.412 -0.1 0.0 -0.1 -0.1995
F 3.371 3.773 -0.769 0.0 0.0 0.1 -0.2495
F 4.257 4.001 -2.722 0.1 0.0 -0.1 -0.2770
H 1.563 0.125 4.202 -0.1 -0.1 0.0 0.2883
H 0.668 -1.214 4.945 -0.1 0.1 -0.1 0.4146
H -0.156 0.309 4.569 0.1 0.0 -0.1 0.3084
H -0.829 -0.847 2.667 0.1 -0.1 0.1 0.0674
H 2.067 -0.394 1.812 -0.1 0.0 0.0 0.6501
H 0.971 0.694 -0.956 0.1 -0.1 -0.1 -0.0768
H 0.127 -2.460 -0.049 0.2 -0.1 -0.2 0.0048
H -1.825 0.622 -0.803 0.1 -0.2 0.0 0.5696
H -1.757 0.124 0.882 -0.1 0.0 -0.1 0.4475
H -3.076 -1.752 0.495 0.1 0.0 -0.1 0.2473
H -2.103 -2.241 -0.879 0.0 0.1 0.0 0.6550
```
Positions in Å, forces in eV/Å.

Values from the calculation:
**E**: -187890.2449 eV
**Total charge**: -1

(5)
The following is a quantum chemistry calculation of a cluster of 8 separate species, C36H78N2O12S6 in total at a distorted geometry, from OMol25.

Structure (XYZ):
```
134
Properties=species:S:1:pos:R:3:forces:R:3:mulliken_charge:R:1
C 9.828 -8.475 -7.687 -0.6 -0.5 0.2 0.0500
C 10.221 -9.109 -6.311 -0.5 1.1 -2.0 -0.8416
N 9.248 -8.731 -5.278 0.2 -1.7 1.1 0.6858
C 9.471 -9.882 -4.191 0.4 2.7 -0.5 -0.2081
C 10.828 -9.631 -3.468 -1.0 -1.2 -0.2 -0.9492
C 9.461 -7.330 -4.811 -0.9 0.3 0.3 -0.5336
C 8.393 -6.647 -3.846 1.8 -0.8 0.6 -1.3779
H 9.789 -7.385 -7.668 0.0 0.1 0.4 -0.2729
H 8.832 -8.828 -7.951 -0.3 0.1 0.1 -0.2118
H 10.437 -8.728 -8.556 0.5 -0.3 0.4 0.1238
H 10.218 -10.197 -6.374 0.0 0.1 -0.3 0.4990
H 11.261 -8.818 -6.164 0.2 0.2 0.6 -0.1567
H 8.612 -10.008 -3.531 0.0 0.9 0.4 0.5305
H 9.459 -10.869 -4.654 0.4 0.4 -0.7 0.1415
H 11.029 -10.616 -3.047 0.5 0.2 0.6 0.6410
H 11.639 -9.422 -4.165 -0.2 0.0 -0.1 0.1778
H 10.805 -8.839 -2.719 -0.1 -0.2 0.1 -0.0674
H 9.468 -6.603 -5.624 0.0 -0.7 -0.8 0.1722
H 10.468 -7.226 -4.407 0.1 -0.1 0.5 0.5869
H 8.991 -6.330 -2.991 0.0 0.0 0.4 0.3159
H 7.660 -7.332 -3.420 -0.2 0.1 -0.4 0.2434
H 7.993 -5.698 -4.201 -0.4 -0.5 -0.5 0.3506
C 14.497 -9.339 0.454 -0.3 -0.7 0.3 -1.5479
C 13.513 -8.373 -0.208 1.4 -1.1 0.4 -0.1053
N 12.798 -7.491 0.632 -1.2 -0.6 -0.3 0.0203
C 13.536 -6.360 1.130 -0.1 1.0 0.0 -0.7385
C 13.858 -5.339 -0.004 -0.8 0.7 0.6 -0.9233
C 11.581 -7.140 -0.133 -0.6 -0.2 2.8 0.1077
C 10.641 -6.560 0.904 -0.5 1.5 -0.6 -1.6129
H 13.973 -9.753 1.316 0.1 0.1 0.4 0.3778
H 15.515 -9.083 0.749 -0.2 0.6 -0.1 0.3738
H 14.560 -10.209 -0.200 0.3 0.0 -0.3 0.3668
H 13.995 -7.765 -0.973 0.0 -0.7 -1.0 0.2403
H 12.743 -9.090 -0.493 0.2 0.3 -1.1 0.2592
H 13.014 -5.967 2.003 -0.5 0.6 -0.3 0.3813
H 14.424 -6.685 1.672 0.5 -0.4 -0.7 0.3986
H 13.127 -4.585 -0.297 -1.4 -0.5 0.5 0.2741
H 14.553 -4.548 0.275 1.4 -0.9 -0.3 0.3878
H 13.918 -5.901 -0.936 1.3 0.4 0.0 0.2130
H 11.011 -7.999 -0.489 0.9 -0.5 -0.3 0.1697
H 11.731 -6.445 -0.959 0.1 0.1 -0.1 0.2553
H 9.659 -6.540 0.431 -0.2 0.6 0.3 0.4534
H 11.046 -5.568 1.107 -0.7 0.4 0.1 0.3260
H 10.534 -7.023 1.885 0.4 -0.7 -0.4 0.3063
C 7.703 -12.201 -6.563 0.4 -0.9 -4.0 0.2266
C 8.072 -13.648 -7.086 -1.1 -1.1 0.6 -0.8475
C 6.733 -14.303 -7.594 0.3 1.5 0.4 -0.7621
S 6.013 -13.035 -8.709 2.2 0.7 1.5 1.0800
O 4.597 -12.980 -8.483 -0.3 0.1 -0.4 -0.6555
O 6.610 -13.120 -10.033 -0.6 -0.2 0.6 -0.5925
C 6.949 -11.599 -7.839 -1.3 -0.2 0.6 0.7999
H 8.703 -11.767 -6.548 -0.4 0.7 0.9 -0.3776
H 7.016 -12.107 -5.722 0.6 -0.2 0.2 0.4454
H 8.391 -14.340 -6.307 0.2 0.3 0.3 0.4508
H 8.920 -13.591 -7.768 -0.3 0.1 -0.4 0.2066
H 6.172 -14.254 -6.661 -0.7 0.1 -0.2 0.3354
H 6.596 -15.326 -7.942 0.7 0.2 -0.5 0.5000
H 6.242 -10.838 -7.508 -0.5 -0.4 0.1 -0.4347
H 7.431 -11.038 -8.640 0.8 -0.6 0.1 -0.2494
C 3.171 -9.150 -5.185 -1.6 2.4 -0.3 -0.9364
C 4.392 -9.525 -6.013 -0.2 -0.9 -0.6 -0.2199
C 5.210 -8.308 -6.447 -0.5 1.1 1.1 -0.0117
S 4.298 -6.790 -5.882 -1.2 -3.0 0.3 1.0913
O 3.390 -6.316 -6.897 0.2 0.0 0.2 -0.6726
O 5.273 -5.953 -5.282 0.8 1.5 0.5 -0.5898
C 3.402 -7.755 -4.511 1.8 -0.2 -0.6 -0.7626
H 2.602 -9.907 -4.645 1.0 -0.2 0.7 0.5075
H 2.373 -8.893 -5.883 0.0 0.0 -0.6 0.3255
H 4.011 -10.070 -6.876 0.2 -0.1 -0.1 0.2682
H 5.050 -10.206 -5.472 0.0 0.0 0.1 0.0922
H 5.461 -8.129 -7.493 -0.2 -0.5 0.0 0.4463
H 6.098 -8.304 -5.815 0.3 0.4 -0.4 -0.2637
H 2.622 -7.191 -4.001 -0.3 -0.2 -0.6 0.5092
H 4.250 -7.763 -3.826 0.0 -0.3 0.3 0.2718
C 14.563 -6.777 -10.148 0.3 0.0 0.4 -0.8172
C 13.040 -6.820 -9.792 0.8 0.7 1.3 0.4036
C 12.779 -5.861 -8.560 1.1 -0.5 -0.9 -0.7668
S 13.978 -4.400 -8.830 1.2 0.2 0.7 1.0415
O 14.851 -4.313 -7.618 -1.9 0.0 -2.3 -0.6495
O 13.356 -3.174 -9.398 0.9 -2.5 1.1 -0.6411
C 14.975 -5.319 -10.177 -1.5 1.3 -0.9 -0.7915
H 14.746 -7.268 -11.104 -0.2 0.3 -0.2 0.4516
H 15.282 -7.279 -9.501 -0.7 -0.4 0.7 0.2476
H 12.716 -7.814 -9.481 0.0 -0.1 -0.3 -0.2553
H 12.493 -6.479 -10.671 -0.2 -0.1 0.0 0.1936
H 13.130 -6.371 -7.662 0.5 0.2 0.0 0.3514
H 11.726 -5.683 -8.343 0.1 0.8 -0.5 0.4627
H 16.020 -5.026 -10.277 0.1 -0.3 1.1 0.4925
H 14.588 -4.895 -11.103 -0.5 0.3 0.0 0.3561
C 10.929 -12.397 -12.126 -2.1 -1.8 0.3 -0.7573
C 9.672 -11.519 -11.673 1.3 0.1 -0.9 -1.0817
C 9.703 -11.252 -10.168 2.0 -0.5 -0.2 1.0210
S 11.534 -11.625 -9.643 0.2 0.2 2.7 1.1156
O 11.544 -12.832 -8.748 -0.3 2.3 -1.8 -0.7234
O 12.250 -10.403 -9.096 -1.6 -2.6 -1.7 -0.4842
C 12.099 -12.111 -11.308 2.2 1.8 1.3 -0.9221
H 11.245 -12.497 -13.164 -0.6 0.9 -0.3 0.4310
H 10.759 -13.449 -11.893 -0.7 -0.2 0.1 0.2957
H 8.665 -11.846 -11.931 0.3 -0.6 -0.3 0.4673
H 9.834 -10.601 -12.238 -0.3 0.4 0.3 0.2576
H 9.196 -12.003 -9.562 -0.2 0.2 -0.2 -0.4048
H 9.407 -10.220 -9.980 0.2 -0.2 0.5 -0.2029
H 12.845 -12.905 -11.302 -0.3 -0.3 0.6 0.4465
H 12.703 -11.242 -11.569 -0.3 0.4 -0.4 0.4249
C 7.992 -4.848 -9.488 -1.6 -0.6 1.3 -1.1170
C 9.296 -5.407 -10.114 -0.8 -0.1 1.1 1.0258
C 8.907 -6.319 -11.215 0.5 -0.2 -2.0 -1.0305
S 7.237 -7.050 -10.933 0.3 1.1 0.1 0.9066
O 7.376 -8.440 -10.482 -0.3 1.3 -0.5 -0.4374
O 6.392 -6.646 -12.048 0.5 -0.9 0.6 -0.7160
C 6.830 -5.908 -9.521 0.8 -1.2 -0.8 -0.0358
H 7.550 -3.917 -9.845 0.6 0.0 -0.6 0.3378
H 8.022 -4.718 -8.407 0.9 0.4 0.0 0.4156
H 9.802 -6.044 -9.388 0.1 0.5 0.4 -1.0454
H 9.982 -4.667 -10.526 -0.1 0.2 0.5 0.5469
H 9.717 -7.002 -11.469 -0.4 -0.9 0.6 0.4054
H 8.960 -5.731 -12.131 -1.2 0.0 -0.3 0.4904
H 6.788 -6.584 -8.667 0.5 0.1 0.2 -0.3615
H 5.810 -5.534 -9.607 0.2 0.2 -0.5 0.5966
C 15.518 -10.483 -6.073 -2.4 -0.3 -2.4 -0.4924
C 16.584 -10.931 -5.186 2.2 -0.5 1.4 -0.6181
C 16.133 -12.128 -4.352 0.5 -1.7 -0.3 -0.6809
S 14.958 -13.110 -5.449 -0.7 4.2 -1.1 1.0122
O 13.838 -13.701 -4.792 -0.1 -1.0 1.0 -0.6267
O 15.589 -13.790 -6.552 0.7 -0.1 0.7 -0.6209
C 14.344 -11.466 -6.060 0.1 -1.1 0.6 -0.1218
H 15.953 -10.625 -7.062 -0.4 1.0 -0.3 0.2196
H 15.126 -9.481 -5.898 0.3 0.0 -0.2 0.3605
H 16.968 -10.156 -4.522 -0.3 0.0 0.2 0.3418
H 17.406 -11.074 -5.887 0.4 -0.9 0.7 0.2846
H 15.645 -11.780 -3.441 -0.5 -0.3 -0.2 0.2814
H 16.868 -12.881 -4.066 0.5 0.4 0.0 0.4870
H 13.644 -11.179 -5.275 -0.4 -0.1 -0.2 0.0298
H 13.861 -11.716 -7.004 -0.1 0.5 0.0 0.1368
```
Positions in Å, forces in eV/Å.

Values from the calculation:
**E**: -131148.8511 eV
**SMILES**: O=S1(=O)CCCC1.O=S1(=O)CCCC1.O=S1(=O)CCCC1.O=S1(=O)CCCC1.O=S1(=O)CCCC1.O=S1(=O)CCCC1.CCN(CC)CC.CCN(CC)CC